DFT (wB97M-V/def2-TZVPD) results for C12H15N3 in the gas phase in a non-equilibrium geometry.

Computed properties:
Energy (a.u.): -630.40631
HOMO (spin up / spin down) (eV): -7.837 / -7.837
HOMO-LUMO gap (spin up / spin down) (eV): 7.8 / 7.8
Structure (SMILES): CC1=C(C#N)C(C)(C)C(C#N)=C(C)N1C
Lowest unoccupied orbital energy (spin up / spin down) (eV): -0.017 / -0.017

```
30
Properties=species:S:1:pos:R:3:nbo_charge:R:1
C 2.6528 -0.4804 -0.8674 -0.68
C 1.1845 -0.3530 -0.5987 0.37
C 0.5170 -1.5366 0.2942 -0.27
C 0.9720 -2.8005 0.2331 0.24
N 1.3710 -3.8784 0.2557 -0.35
C -0.6621 -1.2300 1.1365 -0.04
C -0.2237 -0.3571 2.4194 -0.60
C -1.4171 -2.4952 1.5810 -0.63
C -1.4674 -0.3492 0.1401 -0.15
C -2.8536 -0.7464 0.0567 0.28
N -3.9569 -0.9788 0.1568 -0.32
C -0.9403 0.6130 -0.6971 0.24
C -1.8471 1.3850 -1.6388 -0.66
N 0.4551 0.7957 -0.7572 -0.41
C 1.0880 1.9775 -1.2303 -0.42
H 2.8168 -1.5089 -0.6521 0.26
H 3.0896 0.0024 -0.0001 0.24
H 3.0042 -0.0376 -1.7348 0.23
H 0.3739 -0.9376 3.0452 0.21
H -1.0502 0.1107 2.9615 0.21
H 0.3939 0.4770 2.1198 0.20
H -0.8487 -3.0377 2.3374 0.23
H -1.4838 -3.2456 0.7790 0.23
H -2.4202 -2.2548 1.8366 0.23
H -2.0065 2.4617 -1.2715 0.23
H -2.7530 0.8445 -1.7226 0.25
H -1.4347 1.6752 -2.6333 0.23
H 2.0906 2.1903 -0.9168 0.23
H 1.0279 1.8861 -2.3329 0.20
H 0.6660 2.9027 -1.0100 0.23
```